Entry 1:
The following is a quantum chemistry calculation of a 4-piece molecular cluster, C47H79BFIN3O10 overall in a non-equilibrium geometry, from OMol25.

The geometry in ORCA input format:
```
! wB97M-V def2-TZVPD RIJCOSX def2/J DEFGRID3
* xyz 0 4
C 1.1507 0.2103 5.3725
C 1.6869 0.6240 3.9913
C 3.2326 0.6030 3.9427
C 3.8087 0.9280 2.5520
O 4.3444 -0.1826 1.8107
C 3.5579 -1.2924 1.8040
C 3.8721 -2.3578 2.6508
C 5.0970 -2.2598 3.5661
C 4.8531 -2.7371 5.0285
C 5.8444 -3.8801 5.3673
O 5.1332 -1.7100 5.9858
C 3.0976 -3.4914 2.6276
O 3.3899 -4.5877 3.4237
B 4.3282 -5.4728 2.8600
O 5.5677 -5.0209 2.4294
O 3.9638 -6.8070 2.7861
C 1.9888 -3.6347 1.7853
C 1.2059 -4.9312 1.8176
C 0.4681 -5.0187 3.1928
C -1.0312 -5.2179 3.0023
I -1.9987 -5.1904 4.9403
C 1.7122 -2.5779 0.9547
C 2.4833 -1.4156 0.9520
C 2.0970 -0.3565 -0.0307
O 2.1841 0.8352 0.1292
C 1.5352 -0.9178 -1.3599
F 1.7879 -0.3388 -2.5524
C 0.8054 -2.0143 -1.3513
C 0.5518 -2.6759 -0.0234
O -0.5097 -3.2060 0.2304
H 0.1250 -0.1655 5.2916
H 1.1192 1.0784 6.0392
H 1.7351 -0.6080 5.8079
H 1.3352 1.6107 3.6785
H 1.3536 -0.1490 3.2831
H 3.5744 1.3846 4.6370
H 3.5624 -0.3446 4.3706
H 4.6497 1.6119 2.7025
H 3.0598 1.5054 2.0043
H 5.9505 -2.7224 3.0740
H 5.3264 -1.1917 3.6315
H 3.8253 -3.0821 5.1677
H 6.3008 -3.6866 6.3423
H 5.3547 -4.8583 5.4207
H 6.6621 -3.9539 4.6483
H 4.3221 -1.2243 6.1664
H 5.4911 -4.8798 1.4750
H 3.5790 -7.0247 1.9320
H 1.8959 -5.7753 1.7490
H 0.5237 -5.0241 0.9754
H 0.8467 -5.8599 3.7808
H 0.6647 -4.1172 3.7783
H -1.2862 -6.1780 2.5534
H -1.4948 -4.4207 2.4194
H 0.4074 -2.4629 -2.2564
C -6.8747 -0.9082 1.9732
C -5.8616 -2.0156 1.5678
C -6.3091 -2.6917 0.2666
C -7.4889 -3.6431 0.4414
C -7.1964 -4.6582 1.5416
C -6.7933 -4.0007 2.8639
N -5.7038 -2.9929 2.6878
O -4.5814 -3.6275 2.5280
C -8.0385 -3.3478 3.4968
C -6.3846 -5.0868 3.8596
C -4.5575 -1.2691 1.2768
H -7.7870 -0.9369 1.3751
H -7.1573 -0.9712 3.0226
H -6.4484 0.0880 1.8569
H -5.4733 -3.2604 -0.1552
H -6.5617 -1.9309 -0.4753
H -8.4019 -3.0825 0.6609
H -7.6755 -4.1680 -0.4983
H -8.0750 -5.2884 1.6989
H -6.3972 -5.3252 1.2022
H -7.7723 -2.7924 4.3978
H -8.7586 -4.1134 3.7876
H -8.5665 -2.6751 2.8229
H -5.5812 -5.7173 3.4808
H -7.2314 -5.7422 4.0663
H -6.0617 -4.6497 4.8062
H -4.1659 -0.7937 2.1787
H -4.7357 -0.4923 0.5327
H -3.7833 -1.9236 0.8765
C 3.9695 5.7687 -4.1676
C 4.9478 4.6680 -4.6667
C 4.4035 4.0161 -5.9438
C 3.2372 3.0634 -5.6985
C 3.6065 2.0278 -4.6408
C 4.1089 2.6612 -3.3410
N 5.1851 3.6708 -3.5803
O 6.2934 3.0388 -3.8324
C 2.9171 3.3001 -2.6045
C 4.5745 1.5581 -2.3957
C 6.2280 5.4185 -5.0388
H 3.0153 5.7515 -4.6976
H 3.7646 5.6865 -3.1017
H 4.3881 6.7667 -4.2967
H 5.2041 3.4541 -6.4365
H 4.0984 4.7906 -6.6513
H 2.3445 3.6221 -5.4015
H 2.9796 2.5556 -6.6310
H 2.7398 1.3974 -4.4297
H 4.3759 1.3645 -5.0498
H 3.2467 3.8391 -1.7144
H 2.2182 2.5300 -2.2744
H 2.3413 3.9845 -3.2275
H 5.3449 0.9231 -2.8326
H 3.7416 0.9097 -2.1388
H 4.9638 1.9809 -1.4672
H 6.6861 5.8768 -4.1600
H 5.9973 6.2091 -5.7533
H 6.9688 4.7710 -5.5067
C -1.2830 3.9307 -1.6059
C -2.2390 3.0593 -2.4659
C -1.6052 2.7728 -3.8328
C -1.6197 3.9687 -4.7799
C -3.0329 4.5288 -4.9103
C -3.6650 4.8651 -3.5568
N -3.5670 3.7312 -2.5878
O -4.4565 2.8382 -2.9087
C -2.9836 6.1254 -2.9869
C -5.1194 5.2836 -3.7731
C -2.3391 1.7284 -1.7166
H -0.4428 4.3186 -2.1852
H -1.7905 4.7737 -1.1402
H -0.8610 3.3700 -0.7717
H -2.1397 1.9484 -4.3172
H -0.5768 2.4280 -3.6971
H -0.9257 4.7394 -4.4318
H -1.2583 3.6587 -5.7633
H -3.0140 5.4228 -5.5380
H -3.6547 3.7975 -5.4369
H -3.3467 6.3444 -1.9813
H -3.2106 6.9910 -3.6102
H -1.8978 6.0538 -2.9513
H -5.6983 4.5207 -4.2917
H -5.1620 6.1846 -4.3855
H -5.6099 5.5023 -2.8229
H -2.8174 1.8583 -0.7434
H -1.3400 1.3219 -1.5531
H -2.9023 0.9789 -2.2723
*
```

The calculation puts the LUMO energy (alpha / beta) at -1.09 / -1.09 eV. For the orbital gap (alpha / beta), the calculation gives 7.38 / 7.87 eV. Its HOMO energy (alpha / beta) is -8.4704 / -8.9635 eV.

These are the Mulliken partial charges, in e, on atoms 1 to 99: C -1.412; C 0.142; C 0.419; C -0.644; O -0.591; C -0.222; C 1.221; C -1.583; C 0.788; C -1.419; O -0.669; C 0.254; O -0.310; B 0.503; O -0.587; O -0.564; C 0.101; C -1.197; C -0.324; C -1.312; I -0.075; C 0.773; C 0.183; C 0.578; O -0.526; C 0.405; F -0.187; C -1.161; C -0.045; O -0.567; H 0.398; H 0.369; H 0.255; H 0.470; H -0.153; H 0.623; H -0.889; H 0.451; H 0.129; H 0.611; H 0.654; H 0.293; H 0.446; H 0.172; H 0.279; H 0.373; H 0.301; H 0.331; H -0.157; H 0.806; H 0.329; H 0.404; H 0.550; H 0.493; H 0.520; C -1.777; C 2.366; C -1.436; C -0.482; C -1.258; C 1.687; N 0.198; O -0.421; C -1.844; C -1.728; C -2.431; H 0.333; H 0.342; H 0.483; H 0.374; H 0.372; H 0.287; H 0.392; H 0.387; H 0.337; H 0.377; H 0.437; H 0.374; H 0.306; H 0.422; H 0.428; H 0.478; H 0.616; H 0.390; C -1.664; C 1.992; C -1.610; C -0.153; C -1.007; C 2.346; N 0.412; O -0.613; C -1.956; C -1.947; C -1.979; H 0.299; H 0.272; H 0.500; H 0.389

Entry 2:
The following is a quantum chemistry calculation of a 7-piece molecular cluster, C47H84I2N4O10PS overall in a non-equilibrium geometry, from OMol25.

The geometry in ORCA input format:
```
! wB97M-V def2-TZVPD RIJCOSX def2/J DEFGRID3
* xyz 1 1
C 7.0469 0.5627 2.8146
C 6.0200 -0.4419 2.1414
C 5.1266 0.2658 1.0227
O 4.0788 -0.5663 0.5208
C 2.7768 0.0152 0.4509
C 2.2767 0.3100 1.9486
C 2.7276 -0.7019 3.0263
C 3.0535 -0.1215 4.3508
C 3.5355 -0.8993 5.4735
C 3.7276 -2.3435 5.3291
C 3.3912 -2.9499 4.0418
C 2.9115 -2.1339 2.9129
C 2.6658 1.4266 -0.2411
N 2.5447 1.4460 -1.7400
C 1.0857 1.6270 -2.0726
C 0.4701 3.0713 -1.9783
N -0.0569 3.5855 -3.2827
C 3.4001 2.5604 -2.3150
I 3.1081 2.9389 -4.4345
C 4.9658 2.3290 -2.1130
C 5.7242 1.5882 -3.2796
I 5.8236 4.3619 -2.0789
C 2.9692 0.1247 -2.3127
C 2.0569 -1.0704 -1.8833
P 2.9945 -2.6318 -2.4429
O 2.1173 -3.9844 -1.9416
O 3.2413 -2.5989 -4.1114
C 1.9029 -1.1230 -0.2750
C 0.3942 -1.1815 0.1467
C 0.0112 -2.2425 1.2358
C -1.5638 -2.3905 1.4250
C -2.3415 -2.7245 0.0926
C -3.3315 -1.5115 -0.2434
C -4.7614 -1.9737 -0.7395
C -5.9368 -1.3930 0.1649
S -6.4815 0.2743 -0.3901
C -8.1160 0.6749 0.2538
N -8.7931 0.2354 1.3517
N -10.0108 0.7740 1.4760
C -10.1795 1.6533 0.4545
O -9.0294 1.5784 -0.2761
H 8.0625 0.3669 2.3735
H 6.7626 1.6379 2.6539
H 7.0379 0.3775 3.9161
H 5.4230 -1.0514 2.8582
H 6.6496 -1.1802 1.5616
H 4.8156 1.2450 1.4678
H 5.8611 0.4059 0.1712
H 2.7862 1.2891 2.2119
H 1.1804 0.5370 2.0168
H 2.9488 0.9868 4.4946
H 3.7783 -0.3473 6.4138
H 4.1196 -2.9610 6.1684
H 3.5368 -4.0514 3.9223
H 2.6820 -2.6389 1.9543
H 1.6946 1.8499 0.1524
H 3.4292 2.1725 0.1184
H 0.9301 1.2695 -3.1314
H 0.4084 0.9701 -1.4589
H -0.4548 3.0215 -1.3273
H 1.0995 3.8596 -1.4998
H 0.1883 4.5680 -3.3846
H -1.0673 3.4574 -3.3205
H 3.1955 3.5397 -1.8035
H 5.1641 1.9420 -1.0881
H 5.1497 0.7666 -3.7703
H 6.1248 2.3306 -4.0061
H 6.6259 1.0942 -2.8085
H 3.0034 0.1259 -3.4302
H 4.0117 -0.1594 -1.9805
H 1.0699 -1.0387 -2.4132
H 2.3964 -4.7165 -2.5276
H 4.1702 -2.8924 -4.2293
H 2.3624 -2.1213 -0.0110
H -0.1925 -1.4553 -0.7832
H -0.0337 -0.1836 0.4566
H 0.4710 -3.2471 1.0160
H 0.3659 -1.8290 2.2243
H -1.8832 -1.4078 1.8749
H -1.7700 -3.1963 2.1736
H -3.0188 -3.6129 0.2317
H -1.6904 -2.9101 -0.7969
H -3.5028 -0.8523 0.6527
H -2.8983 -0.8299 -1.0328
H -4.9093 -3.0787 -0.7838
H -4.9288 -1.5117 -1.7551
H -5.6397 -1.3734 1.2458
H -6.8346 -2.0702 0.0959
H -11.0528 2.3042 0.2332
C 6.1478 -4.9549 -6.3499
C 6.9639 -3.9048 -5.6417
O 6.6701 -3.5204 -4.5268
C 8.1590 -3.3501 -6.3706
H 5.3209 -5.2635 -5.7096
H 5.7402 -4.5471 -7.2768
H 6.7688 -5.8264 -6.5642
H 7.8396 -2.8717 -7.2982
H 8.8682 -4.1512 -6.5860
H 8.6511 -2.6060 -5.7440
C -5.9894 -2.1185 -5.0393
C -5.2958 -3.4206 -4.7289
O -4.3753 -3.4729 -3.9409
C -5.7925 -4.6543 -5.4370
H -5.5298 -1.3169 -4.4602
H -5.8877 -1.8865 -6.1011
H -7.0449 -2.1853 -4.7690
H -5.6821 -4.5338 -6.5163
H -6.8393 -4.8326 -5.1842
H -5.2041 -5.5149 -5.1188
C -12.1311 -2.5927 5.4865
C -11.0915 -2.4332 4.4052
O -10.3696 -3.3536 4.0854
C -10.9863 -1.0853 3.7390
H -12.0943 -3.6104 5.8761
H -11.9283 -1.8973 6.3032
H -13.1259 -2.4103 5.0760
H -10.7324 -0.3238 4.4792
H -11.9305 -0.8368 3.2512
H -10.2021 -1.1151 2.9864
C 10.8204 3.9010 -0.4962
C 9.5702 3.5927 0.2860
O 8.9941 2.5318 0.1619
C 9.0635 4.6537 1.2288
H 11.0674 3.0505 -1.1318
H 10.6575 4.7756 -1.1290
H 11.6523 4.0809 0.1871
H 8.8224 5.5617 0.6727
H 9.8171 4.8672 1.9889
H 8.1598 4.2957 1.7230
C -7.2502 5.7397 2.5032
C -6.5732 4.4283 2.8088
O -5.6468 4.3629 3.5899
C -7.0919 3.2012 2.1055
H -6.7748 6.5344 3.0783
H -7.1534 5.9697 1.4404
H -8.3043 5.6879 2.7818
H -6.9852 3.3180 1.0249
H -8.1394 3.0356 2.3666
H -6.5127 2.3329 2.4209
C -0.9055 2.0888 4.2865
C -1.3969 1.8253 2.8885
O -0.9416 0.9139 2.2201
C -2.4723 2.7313 2.3502
H -0.1337 1.3610 4.5422
H -0.4769 3.0910 4.3473
H -1.7296 1.9893 4.9949
H -2.1126 3.7617 2.3256
H -3.3663 2.6612 2.9734
H -2.7285 2.4249 1.3349
*
```

The calculation puts the LUMO energy at -2.27 eV. For the orbital gap, the calculation gives 7.84 eV. Its HOMO energy is -10.1096 eV.

These are the Mulliken partial charges, in e, on atoms 1 to 99: C -1.000; C 0.014; C -0.524; O -0.323; C 2.216; C -0.177; C -0.325; C -0.368; C -0.745; C -0.522; C -0.904; C 0.442; C -1.500; N 1.161; C -0.435; C -1.023; N -0.518; C -1.355; I 0.202; C -0.217; C -1.214; I 0.151; C -2.530; C 0.629; P 0.040; O -0.458; O -0.524; C -1.422; C -0.267; C -0.514; C -0.779; C -0.586; C -0.271; C -0.326; C -0.790; S -0.081; C 0.225; N -0.102; N -0.302; C -0.033; O -0.301; H 0.253; H 0.208; H 0.347; H -0.091; H 0.471; H 0.190; H 0.363; H 1.006; H -0.278; H 0.306; H 0.354; H 0.376; H 0.378; H 0.097; H 0.010; H 0.455; H 0.549; H 0.220; H 0.380; H 0.406; H 0.228; H 0.241; H 0.887; H 0.319; H 0.305; H 0.491; H 0.347; H 0.887; H 0.608; H 0.591; H 0.326; H 0.322; H 1.199; H 0.575; H -0.352; H 0.335; H -0.130; H -0.001; H 0.572; H 0.550; H 0.322; H 0.196; H 0.115; H 0.496; H -0.177; H 0.373; H 0.529; H 0.356; C -1.122; C 0.874; O -0.565; C -1.122; H 0.281; H 0.329; H 0.371; H 0.337; H 0.343; H 0.295

Entry 3:
The following is a quantum chemistry calculation of a 13-piece molecular cluster, C47H90N2O15S overall in a non-equilibrium geometry, from OMol25.

The geometry in ORCA input format:
```
! wB97M-V def2-TZVPD RIJCOSX def2/J DEFGRID3
* xyz 0 1
C -2.0000 -7.5206 1.4400
O -1.2681 -7.1216 0.2816
C -2.0306 -7.1926 -0.8498
O -2.1762 -8.2372 -1.3965
C -2.5971 -5.9052 -1.3803
C -2.2107 -4.6626 -0.6065
C -2.9931 -3.4060 -0.9753
C -4.5157 -3.4109 -0.7803
C -5.0314 -3.8982 0.5742
C -6.5343 -4.2000 0.5449
C -7.0306 -4.7608 1.8785
S -7.6646 -6.4784 1.9168
C -7.2194 -7.1547 0.3833
N -7.9967 -7.0687 -0.6730
N -7.3566 -7.7655 -1.6944
C -6.2487 -8.2176 -1.1659
O -6.0926 -7.8666 0.1317
H -2.3975 -8.5211 1.3165
H -2.8346 -6.8446 1.6203
H -1.3294 -7.4620 2.2832
H -3.6670 -6.0131 -1.5168
H -2.1517 -5.8122 -2.3670
H -2.2611 -4.8428 0.4600
H -1.1752 -4.4622 -0.8610
H -2.8253 -3.2367 -2.0294
H -2.5527 -2.5735 -0.4416
H -4.8568 -2.3916 -0.9252
H -4.9946 -4.0249 -1.5404
H -4.4610 -4.7511 0.9314
H -4.9172 -3.0806 1.2806
H -7.0157 -3.2379 0.4009
H -6.8227 -4.8065 -0.3031
H -7.8788 -4.1864 2.2270
H -6.2635 -4.6634 2.6350
H -5.5074 -8.8123 -1.6537
C 0.6723 -0.5235 1.8190
C -0.5460 -0.1942 0.9885
O -1.0531 -1.0175 0.2590
C -1.0845 1.2050 1.1118
H 0.9659 -1.5558 1.6425
H 1.4963 0.1390 1.5492
H 0.4500 -0.3891 2.8786
H -0.3240 1.9276 0.8192
H -1.3737 1.4055 2.1451
H -1.9549 1.3164 0.4687
C 2.3733 4.3364 2.8189
C 1.1787 4.7030 1.9778
O 0.6541 3.9035 1.2299
C 0.6653 6.1092 2.1236
H 2.6502 3.3013 2.6334
H 3.2203 4.9760 2.5758
H 2.1381 4.4611 3.8765
H 1.4445 6.8243 1.8534
H 0.3708 6.2763 3.1623
H -0.1942 6.2535 1.4721
C -0.0751 -1.8104 -4.0663
C -1.3308 -1.8953 -4.8898
O -2.3510 -2.3281 -4.4126
C -1.2510 -1.4219 -6.3176
H -0.2746 -2.1812 -3.0621
H 0.7074 -2.4130 -4.5254
H 0.2698 -0.7799 -4.0054
H -0.5036 -2.0065 -6.8580
H -0.9759 -0.3695 -6.3506
H -2.2185 -1.5432 -6.7978
C -2.1269 6.0754 6.3277
C -0.6293 6.2127 6.2573
O -0.0665 6.5205 5.2296
C 0.1420 5.9423 7.5258
H -2.5573 6.2965 5.3540
H -2.4007 5.0585 6.6143
H -2.5341 6.7690 7.0645
H -0.0427 4.9219 7.8642
H -0.1737 6.6328 8.3090
H 1.2056 6.0724 7.3403
C -6.4556 2.8825 5.7410
C -5.0100 2.8342 6.1714
O -4.5630 3.6128 6.9816
C -4.1490 1.7664 5.5391
H -6.9635 3.6885 6.2640
H -6.5205 3.0546 4.6657
H -6.9477 1.9371 5.9740
H -4.1266 1.8963 4.4559
H -4.5523 0.7781 5.7644
H -3.1367 1.8365 5.9294
C -7.3202 -0.8941 -5.9131
C -6.4433 -0.3776 -4.7953
O -6.9209 0.0999 -3.7907
C -4.9556 -0.4896 -4.9998
H -8.3659 -0.7584 -5.6478
H -7.1090 -0.3502 -6.8350
H -7.1265 -1.9547 -6.0800
H -4.6520 0.0750 -5.8834
H -4.6660 -1.5331 -5.1260
H -4.4396 -0.0900 -4.1297
C 0.9492 -6.9126 -2.1717
C 2.2549 -6.2909 -2.6181
O 2.3138 -5.3071 -3.3222
C 3.5125 -6.9629 -2.1245
H 0.1227 -6.3421 -2.5881
H 0.8786 -7.9440 -2.5191
H 0.8802 -6.8990 -1.0826
H 3.5447 -7.9966 -2.4715
H 3.5341 -6.9594 -1.0338
H 4.3823 -6.4312 -2.5024
C 3.9832 -0.2987 -1.6914
C 3.8963 -0.7641 -3.1252
O 3.7078 0.0160 -4.0322
C 4.0539 -2.2440 -3.3713
H 3.8538 0.7803 -1.6515
H 3.2025 -0.7756 -1.0957
H 4.9564 -0.5585 -1.2716
H 3.2782 -2.8007 -2.8458
H 5.0317 -2.5815 -3.0209
H 3.9676 -2.4472 -4.4361
C 6.8467 4.9036 5.9214
C 5.6467 5.2601 5.0777
O 5.1385 4.4544 4.3299
C 5.1214 6.6648 5.2147
H 7.1293 3.8702 5.7339
H 7.6793 5.5623 5.6733
H 6.6093 5.0253 6.9795
H 5.8960 7.3758 4.9286
H 4.8205 6.8524 6.2472
H 4.2568 6.7926 4.5655
C 8.5000 -1.8505 -6.4066
C 8.3937 -1.5124 -4.9381
O 9.0868 -2.0556 -4.1104
C 7.3759 -0.4642 -4.5581
H 9.2612 -2.6133 -6.5489
H 7.5432 -2.2236 -6.7750
H 8.7712 -0.9610 -6.9772
H 6.3769 -0.7898 -4.8536
H 7.6025 0.4807 -5.0534
H 7.3984 -0.3140 -3.4809
C -1.2612 2.2216 -4.4677
C -2.3176 2.4208 -5.5266
O -2.5628 1.5821 -6.3638
C -3.0658 3.7312 -5.4875
H -0.7908 1.2512 -4.5932
H -0.4994 2.9983 -4.5481
H -1.7123 2.2739 -3.4755
H -2.3699 4.5632 -5.6064
H -3.5809 3.8389 -4.5317
H -3.7960 3.7571 -6.2924
C 10.2197 8.4369 5.2067
C 8.9513 8.4019 4.3915
O 7.9044 8.0208 4.8660
C 9.0475 8.8626 2.9590
H 10.0160 8.0825 6.2139
H 10.9768 7.7996 4.7475
H 10.6039 9.4566 5.2560
H 9.7594 8.2414 2.4138
H 9.3868 9.8987 2.9217
H 8.0720 8.7882 2.4854
*
```

The calculation puts the LUMO energy at 0.28 eV. For the orbital gap, the calculation gives 9.34 eV. Its HOMO energy is -9.0605 eV. For the relative energy (zero: lowest compared OMol25 entry of this formula, charge and spin), the calculation gives 0.0 kJ/mol.

These are the Mulliken partial charges, in e, on atoms 1 to 99: C -0.645; O -0.267; C 0.303; O -0.593; C -0.077; C -0.525; C 0.059; C -1.323; C -0.076; C -0.952; C -0.708; S -0.228; C 0.360; N -0.214; N -0.436; C -0.028; O -0.202; H 0.323; H 0.159; H 0.245; H 0.225; H 0.203; H 0.473; H 0.414; H -0.091; H 0.026; H 0.675; H 0.373; H 0.035; H 0.248; H 0.342; H 0.613; H 0.449; H 0.435; H 0.509; C -1.153; C 0.831; O -0.530; C -0.909; H 0.272; H 0.284; H 0.376; H 0.244; H 0.275; H 0.283; C -0.846; C 0.733; O -0.589; C -0.787; H 0.252; H 0.282; H 0.260; H 0.335; H 0.090; H 0.299; C -0.721; C 0.842; O -0.528; C -1.182; H 0.120; H 0.340; H 0.213; H 0.415; H 0.230; H 0.263; C -0.980; C 0.795; O -0.583; C -1.066; H 0.291; H 0.209; H 0.353; H 0.333; H 0.365; H 0.214; C -1.147; C 0.857; O -0.540; C -1.074; H 0.294; H 0.335; H 0.349; H 0.294; H 0.353; H 0.283; C -1.163; C 0.648; O -0.586; C -0.742; H 0.330; H 0.329; H 0.317; H 0.317; H 0.298; H 0.228; C -0.734; C 0.670; O -0.546; C -1.194